[1]
This record from the Open Molecules 2025 dataset describes a molecular structure, C3H12N4O2. The level of theory is ωB97M-V with the def2-TZVPD basis set.

Last column: Löwdin charge in e.
Element x y z (Å)
1 C -0.745 -0.671 2.087  -0.064
2 C -1.782 0.445 0.176  -0.076
3 N -0.624 -0.285 0.685  -0.182
4 C 0.628 0.274 0.327  -0.662
5 O 0.608 1.699 0.296  0.025
6 O 1.732 -0.226 0.887  -0.081
7 H 1.418 1.953 0.757  0.111
8 H 0.144 -1.217 2.390  0.082
9 H -1.618 -1.316 2.200  0.084
10 H -0.869 0.198 2.750  0.092
11 H -1.633 0.696 -0.874  0.078
12 H -1.965 1.377 0.726  0.087
13 H -2.665 -0.192 0.258  0.086
14 N 1.068 -0.203 -1.181  -0.228
15 N 0.782 0.720 -2.242  0.073
16 N 0.589 -1.476 -1.590  0.070
17 H 2.045 -0.344 -0.369  0.178
18 H 0.987 1.641 -1.870  0.075
19 H 1.426 0.509 -2.999  0.085
20 H -0.429 -1.451 -1.535  0.079
21 H 0.903 -2.132 -0.881  0.090

Its HOMO-LUMO gap is 0.358 Ha. The value obtained for the LUMO energy is 0.856 eV. The electronic energy is -490.89962 Eh. The energy above the lowest of the compared OMol25 structures with the same formula, charge and spin is 48.91 kcal/mol. The calculation puts the strongest force on any atom at 0.42 eV/A. As for the net charge: 0. The spin multiplicity is 1.

---

[2]
This record from the Open Molecules 2025 dataset describes C15H19NO3 in the gas phase. The level of theory is ωB97M-V with the def2-TZVPD basis set.

Last column: Löwdin charge in e.
Element x y z (Å)
1 C -1.736 -2.920 1.517  0.003
2 C -1.525 -1.763 2.116  -0.138
3 C -1.226 -0.449 1.449  -0.154
4 N -1.370 -0.465 0.014  -0.047
5 C -2.736 -0.496 -0.492  -0.146
6 C -3.435 0.820 -0.272  -0.146
7 C -3.106 1.918 -0.927  0.016
8 C -0.355 -0.282 -0.861  -0.435
9 O -0.519 -0.326 -2.068  0.069
10 C 0.991 0.045 -0.270  -0.006
11 C 1.115 1.380 0.168  -0.228
12 O -0.038 2.109 0.099  -0.093
13 C -0.001 3.467 0.457  -0.070
14 C 2.322 1.869 0.638  -0.027
15 C 3.424 1.026 0.673  -0.073
16 C 3.326 -0.273 0.243  -0.010
17 C 2.114 -0.780 -0.249  -0.208
18 O 2.189 -2.080 -0.624  -0.055
19 C 1.092 -2.731 -1.220  -0.053
20 H -1.930 -3.817 2.078  0.055
21 H -1.727 -3.026 0.445  0.050
22 H -1.541 -1.700 3.196  0.099
23 H -0.200 -0.169 1.705  0.129
24 H -1.888 0.322 1.866  0.131
25 H -3.281 -1.304 0.001  0.112
26 H -2.659 -0.703 -1.563  0.127
27 H -4.221 0.832 0.472  0.095
28 H -3.601 2.859 -0.752  0.056
29 H -2.321 1.910 -1.664  0.068
30 H 0.698 4.031 -0.168  0.101
31 H 0.264 3.599 1.512  0.098
32 H -1.012 3.837 0.291  0.087
33 H 2.419 2.889 0.970  0.100
34 H 4.367 1.403 1.040  0.107
35 H 4.174 -0.938 0.259  0.117
36 H 1.434 -3.746 -1.420  0.099
37 H 0.236 -2.765 -0.540  0.075
38 H 0.795 -2.252 -2.155  0.095

Its HOMO-LUMO gap is 0.336 Ha. The value obtained for the LUMO energy is 0.773 eV. The electronic energy is -863.38523 Eh. The energy above the lowest of the compared OMol25 structures with the same formula, charge and spin is 80.41 kcal/mol. The calculation puts the strongest force on any atom at 0.50 eV/A. As for the net charge: 0. As for the SMILES: C=CCN(CC=C)C(=O)c1c(OC)cccc1OC. The spin multiplicity is 1.

---

[3]
This record from the Open Molecules 2025 dataset describes 2 unconnected molecules or ions with the total composition C4H12O. The level of theory is ωB97M-V with the def2-TZVPD basis set.

Last column: Löwdin charge in e.
Element x y z (Å)
1 C -1.070 0.135 3.034  -0.071
2 C -0.058 0.671 1.926  -0.300
3 O 0.981 -0.253 1.575  -0.083
4 H -0.623 -0.849 3.252  0.068
5 H -2.056 0.139 2.584  0.056
6 H -0.997 0.635 4.027  0.070
7 H -0.612 0.865 0.996  0.097
8 H 0.276 1.668 2.222  0.099
9 H 0.633 -0.511 0.719  0.055
10 C 0.634 0.458 -2.707  -0.146
11 C 0.103 -1.001 -2.379  -0.159
12 H 1.009 0.531 -3.741  0.065
13 H -0.101 1.185 -2.369  0.053
14 H 1.547 0.551 -2.133  0.045
15 H 0.213 -1.496 -3.348  0.054
16 H -0.786 -1.220 -1.815  0.050
17 H 0.907 -1.506 -1.843  0.046

Its HOMO-LUMO gap is 0.412 Ha. The value obtained for the LUMO energy is 0.871 eV. The electronic energy is -234.77882 Eh. The energy above the lowest of the compared OMol25 structures with the same formula, charge and spin is 33.76 kcal/mol. The calculation puts the strongest force on any atom at 2.88 eV/A. As for the net charge: 0. As for the SMILES: CCO.CC. The spin multiplicity is 1.

---

[4]
This record from the Open Molecules 2025 dataset describes 10 unconnected molecules or ions with the total composition C20H60O10S3. The level of theory is ωB97M-V with the def2-TZVPD basis set.

Last column: Löwdin charge in e.
Element x y z (Å)
1 C 3.755 -1.642 -3.719  -0.089
2 C 5.112 -2.010 -3.468  -0.416
3 O 5.985 -2.077 -4.538  -0.090
4 H 3.363 -2.450 -4.176  0.043
5 H 3.753 -0.819 -4.380  0.082
6 H 3.301 -1.489 -2.724  0.094
7 H 5.238 -2.921 -2.788  0.139
8 H 5.565 -1.168 -2.914  0.107
9 H 6.973 -2.057 -4.292  0.139
10 C -2.985 0.783 4.264  -0.082
11 C -2.990 1.679 3.003  -0.328
12 O -3.911 2.746 3.222  -0.138
13 H -2.297 1.057 4.973  0.001
14 H -2.495 -0.207 4.076  0.068
15 H -3.988 0.532 4.647  0.086
16 H -3.353 1.056 2.028  0.109
17 H -1.956 1.958 2.679  0.101
18 H -4.176 3.180 2.352  -0.015
19 C 0.518 -3.614 1.818  -0.055
20 C 1.051 -2.802 3.076  -0.301
21 O 2.402 -2.435 2.776  -0.153
22 H -0.487 -3.546 1.676  0.022
23 H 1.018 -4.628 1.700  0.109
24 H 0.620 -3.039 0.975  0.001
25 H 0.879 -3.163 4.157  0.126
26 H 0.564 -1.811 3.292  0.077
27 H 2.870 -2.318 3.743  0.168
28 C 1.027 5.040 -2.441  -0.072
29 C 0.836 3.661 -1.951  -0.286
30 O 0.272 3.737 -0.623  -0.115
31 H 1.918 5.538 -2.133  0.052
32 H 0.384 5.719 -2.110  0.019
33 H 1.389 5.190 -3.607  0.146
34 H 1.664 3.009 -1.992  0.067
35 H 0.003 3.072 -2.336  0.094
36 H 0.321 2.864 -0.325  -0.044
37 C -0.849 -5.367 -2.707  -0.081
38 C -0.354 -4.941 -1.320  -0.281
39 O 0.434 -6.002 -0.578  -0.128
40 H -1.616 -4.642 -3.211  0.102
41 H -1.478 -6.183 -2.669  0.035
42 H 0.087 -5.462 -3.324  0.089
43 H -1.232 -4.627 -0.782  0.065
44 H 0.182 -3.950 -1.045  0.109
45 H -0.100 -6.325 0.202  0.094
46 C -4.688 -2.830 1.020  -0.075
47 C -4.844 -2.649 -0.463  -0.255
48 O -3.752 -3.382 -1.051  -0.049
49 H -3.851 -2.283 1.410  0.059
50 H -4.761 -3.820 1.379  0.077
51 H -5.329 -2.343 1.657  0.053
52 H -4.871 -1.640 -0.679  0.082
53 H -5.726 -3.140 -0.540  0.082
54 H -3.836 -3.307 -1.963  0.041
55 C 4.135 1.908 -1.892  -0.115
56 C 4.605 3.260 -1.642  -0.239
57 O 6.132 3.195 -1.815  -0.116
58 H 4.696 1.520 -2.702  0.066
59 H 3.133 1.598 -2.088  0.044
60 H 4.404 1.186 -1.143  0.078
61 H 4.233 3.682 -0.690  0.132
62 H 4.258 3.788 -2.375  0.040
63 H 6.385 3.998 -2.395  0.113
64 C -1.531 -0.701 0.341  -0.223
65 S -0.790 0.339 -0.907  0.894
66 O -0.676 1.702 -0.300  -0.604
67 C 0.743 -0.378 -0.753  -0.265
68 H -1.425 -1.852 0.241  0.100
69 H -2.483 -0.335 0.279  -0.049
70 H -1.268 -0.401 1.382  0.081
71 H 0.845 -1.410 -1.001  0.054
72 H 1.001 -0.299 0.235  0.020
73 H 1.599 -0.008 -1.267  0.045
74 C -2.724 4.022 -1.194  -0.228
75 S -2.918 2.682 -0.083  0.944
76 O -3.695 3.294 1.096  -0.496
77 C -3.846 1.443 -0.936  -0.276
78 H -3.481 4.557 -1.663  0.044
79 H -2.115 3.738 -2.106  0.082
80 H -1.982 4.671 -0.824  0.039
81 H -3.090 1.104 -1.673  0.029
82 H -4.923 1.624 -1.405  0.121
83 H -4.052 0.593 -0.320  0.003
84 C 1.401 1.461 2.600  -0.252
85 S 1.772 2.308 4.204  0.864
86 O 1.418 3.750 3.966  -0.554
87 C 0.312 1.739 5.067  -0.261
88 H 2.404 1.505 2.061  0.066
89 H 0.831 1.891 1.869  -0.020
90 H 0.903 0.412 2.650  0.058
91 H 0.053 0.764 4.637  0.036
92 H -0.414 2.355 5.100  -0.030
93 H 0.593 1.564 6.167  0.088

Its HOMO-LUMO gap is 0.306 Ha. The value obtained for the LUMO energy is -0.014 eV. The electronic energy is -2744.35256 Eh. The energy above the lowest of the compared OMol25 structures with the same formula, charge and spin is 0.00 kcal/mol. The calculation puts the strongest force on any atom at 8.51 eV/A. As for the net charge: 0. The spin multiplicity is 1.